Record 1
{
  "formula": "C4H12Si2",
  "method": "ωB97M-V with the def2-TZVPD basis set",
  "species": ["C", "C", "C", "C", "Si", "Si", "H", "H", "H", "H", "H", "H", "H", "H", "H", "H", "H", "H"],
  "xyz": [[0.413, -1.485, 2.388], [0.927, -1.025, 1.287], [2.350, 1.111, -0.118], [-1.976, -1.592, -1.464], [-1.326, 1.829, 0.191], [0.601, 0.544, 0.374], [0.783, -2.380, 2.817], [-0.061, -0.829, 3.176], [1.369, -1.809, 0.639], [3.191, 0.342, -0.342], [2.476, 1.946, -0.950], [2.823, 1.696, 0.775], [-1.151, -2.124, -0.985], [-2.816, -1.407, -0.963], [-1.851, -1.072, -2.413], [-2.106, 2.024, -0.936], [-2.393, 1.717, 1.225], [-0.841, 3.196, 0.410]],
  "homo_lumo_gap_ev": [8.43, 6.66],
  "de_lowest_kj_mol": 484.5,
  "lumo_ev": [-0.4, 0.0],
  "fmax_ha_per_bohr": 0.07838,
  "energy_ha": -738.3603
}


Record 2
{
  "formula": "C4H13ClN2",
  "method": "ωB97M-V with the def2-TZVPD basis set",
  "species": ["C", "C", "C", "C", "N", "N", "Cl", "H", "H", "H", "H", "H", "H", "H", "H", "H", "H", "H", "H", "H"],
  "xyz": [[-2.381, 0.548, 0.308], [1.616, 0.576, -0.408], [-1.500, -0.392, -0.417], [0.903, -0.274, 0.551], [3.063, 0.531, -0.112], [-1.775, -1.781, -0.265], [1.211, -1.994, 0.515], [-3.206, 0.967, -0.378], [-1.758, 1.378, 0.635], [-2.848, -0.060, 1.207], [1.425, 0.254, -1.393], [1.301, 1.646, -0.349], [-1.070, 0.015, -1.254], [0.576, -0.016, 1.522], [3.624, 1.338, -0.538], [3.473, -0.359, -0.524], [3.286, 0.458, 0.993], [-2.384, -1.842, 0.521], [-0.838, -2.190, 0.149], [-1.947, -2.321, -1.085]],
  "homo_lumo_gap_ev": [8.24, 8.93],
  "de_lowest_kj_mol": 323.5,
  "lumo_ev": [-8.6, -8.1],
  "fmax_ha_per_bohr": 0.07511,
  "total_charge": 2,
  "energy_ha": -729.1483
}


Record 3
{
  "formula": "C4H13N",
  "method": "ωB97M-V with the def2-TZVPD basis set",
  "species": ["C", "C", "C", "H", "H", "H", "H", "H", "H", "H", "H", "C", "N", "H", "H", "H", "H", "H"],
  "xyz": [[-0.226, 2.095, -1.320], [-1.470, 1.244, -1.144], [-1.228, -0.271, -1.034], [0.254, 2.352, -0.360], [-0.511, 3.116, -1.601], [0.482, 1.640, -2.008], [-2.095, 1.448, -2.015], [-2.107, 1.577, -0.320], [-2.157, -0.715, -1.396], [-0.339, -0.617, -1.560], [-1.038, -0.563, -0.002], [1.823, -1.179, 1.549], [1.167, -2.406, 2.008], [1.391, -0.266, 1.949], [1.577, -1.122, 0.480], [2.886, -1.299, 1.728], [1.431, -2.679, 2.946], [0.162, -2.356, 2.099]],
  "homo_lumo_gap_ev": 10.26,
  "de_lowest_kj_mol": 31.2,
  "smiles": "CCC.CN",
  "lumo_ev": 1.1,
  "fmax_ha_per_bohr": 0.03376,
  "energy_ha": -214.9214
}


Record 4
{
  "formula": "C4H13N2",
  "method": "ωB97M-V with the def2-TZVPD basis set",
  "species": ["C", "N", "C", "C", "N", "C", "H", "H", "H", "H", "H", "H", "H", "H", "H", "H", "H", "H", "H"],
  "xyz": [[1.093, -1.365, 1.496], [-0.155, -0.625, 1.201], [0.058, 0.806, 1.004], [0.522, 1.022, -0.463], [-0.117, -0.068, -1.258], [-1.380, 0.334, -1.921], [1.863, -1.114, 0.766], [1.475, -1.155, 2.497], [0.923, -2.442, 1.442], [-0.840, -0.812, 1.922], [0.808, 1.222, 1.674], [-0.885, 1.341, 1.148], [1.605, 0.963, -0.521], [0.210, 2.000, -0.801], [0.544, -0.355, -1.979], [-0.333, -0.778, -0.500], [-1.177, 1.060, -2.706], [-1.869, -0.555, -2.321], [-2.033, 0.816, -1.195]],
  "homo_lumo_gap_ev": 11.15,
  "de_lowest_kj_mol": 93.7,
  "smiles": "CNCC[NH2+]C",
  "lumo_ev": -2.9,
  "fmax_ha_per_bohr": 0.02511,
  "total_charge": 1,
  "energy_ha": -269.4650
}


Record 5
{
  "formula": "C4H13N2",
  "method": "ωB97M-V with the def2-TZVPD basis set",
  "species": ["C", "N", "C", "N", "C", "C", "H", "H", "H", "H", "H", "H", "H", "H", "H", "H", "H", "H", "H"],
  "xyz": [[1.320, 0.709, -1.285], [2.001, -0.068, -2.192], [0.321, -0.321, -0.421], [-0.269, 0.347, 0.489], [-1.557, 0.235, 3.446], [-0.647, -1.036, -1.448], [0.669, 1.514, -1.639], [2.002, 1.081, -0.520], [2.946, 0.235, -2.392], [1.503, -0.226, -3.060], [0.971, -1.093, 0.000], [-0.656, 1.245, 0.161], [-1.862, 1.228, 3.761], [-1.587, 0.091, 2.375], [-2.120, -0.495, 4.017], [-0.507, 0.119, 3.733], [-0.006, -1.484, -2.205], [-1.304, -0.294, -1.904], [-1.218, -1.788, -0.917]],
  "homo_lumo_gap_ev": 7.13,
  "de_lowest_kj_mol": 539.7,
  "lumo_ev": -8.0,
  "fmax_ha_per_bohr": 0.05659,
  "total_charge": 1,
  "energy_ha": -269.2951
}


Record 6
{
  "formula": "C4H13N2",
  "method": "ωB97M-V with the def2-TZVPD basis set",
  "species": ["C", "N", "C", "N", "C", "C", "H", "H", "H", "H", "H", "H", "H", "H", "H", "H", "H", "H", "H"],
  "xyz": [[0.140, -0.742, -1.098], [1.228, -1.237, -0.571], [-0.811, -0.053, -0.251], [2.811, 1.167, 0.289], [-3.175, 0.526, 0.292], [-2.117, -0.079, -0.546], [-0.256, -1.070, -2.057], [1.201, -0.052, -0.970], [1.694, -1.910, -1.202], [1.723, -1.108, 2.258], [-0.432, 0.483, 0.608], [2.515, 0.291, -0.103], [3.366, 1.723, -0.349], [3.375, 1.047, 1.122], [-3.919, -0.216, 0.594], [-3.697, 1.269, -0.310], [-2.731, 1.024, 1.147], [1.526, -0.480, 2.597], [-2.441, -0.583, -1.450]],
  "homo_lumo_gap_ev": 7.69,
  "de_lowest_kj_mol": 568.7,
  "lumo_ev": -6.0,
  "fmax_ha_per_bohr": 0.10747,
  "total_charge": 1,
  "energy_ha": -269.2841
}


Record 7
{
  "formula": "C4H13N2",
  "method": "ωB97M-V with the def2-TZVPD basis set",
  "species": ["N", "C", "C", "C", "N", "C", "H", "H", "H", "H", "H", "H", "H", "H", "H", "H", "H", "H", "H"],
  "xyz": [[0.811, 3.232, 1.497], [0.152, 0.495, 0.174], [1.537, 0.836, 0.701], [0.071, -0.886, -0.577], [-1.623, -1.372, -0.475], [-1.680, -2.685, -1.129], [-0.643, 0.448, 0.924], [1.063, 3.984, 0.844], [0.274, 3.601, 2.293], [-0.128, 1.272, -0.547], [1.795, 0.305, 1.605], [2.350, 0.924, -0.010], [1.302, 2.093, 1.206], [0.390, -1.654, 0.117], [0.680, -0.788, -1.495], [-1.010, -0.726, -1.301], [-1.217, -2.786, -2.118], [-2.780, -2.789, -1.229], [-1.345, -3.504, -0.481]],
  "homo_lumo_gap_ev": [6.05, 5.93],
  "de_lowest_kj_mol": 948.4,
  "lumo_ev": [-12.8, -12.9],
  "fmax_ha_per_bohr": 0.08269,
  "total_charge": 2,
  "energy_ha": -268.6451,
  "multiplicity": 2
}


Record 8
{
  "formula": "C4H13N2",
  "method": "ωB97M-V with the def2-TZVPD basis set",
  "species": ["C", "C", "C", "C", "N", "N", "H", "H", "H", "H", "H", "H", "H", "H", "H", "H", "H", "H", "H"],
  "xyz": [[-1.545, 1.131, 1.493], [-0.232, 0.364, 0.819], [-0.358, 0.627, -0.744], [0.596, -0.167, -1.736], [1.759, -0.899, -1.083], [-0.091, -0.962, 1.169], [-1.295, 2.128, 1.830], [-1.713, 0.506, 2.369], [-2.382, 1.075, 0.820], [0.644, 0.899, 1.187], [-0.402, 1.669, -1.001], [-1.350, 0.173, -0.813], [0.033, -0.993, -2.160], [1.025, 0.590, -2.394], [1.954, -1.707, -1.673], [1.454, -1.321, -0.235], [2.675, -0.445, -1.136], [-0.956, -1.533, 1.146], [0.184, -1.135, 2.141]],
  "homo_lumo_gap_ev": [13.35, 7.83],
  "de_lowest_kj_mol": 148.4,
  "lumo_ev": [-7.4, -13.3],
  "fmax_ha_per_bohr": 0.07136,
  "total_charge": 2,
  "energy_ha": -268.9499,
  "multiplicity": 2
}


Which formula does entry 3 have?
C4H13N